1.
Formula: C23H43NO10
Source: OMol25
Level of theory: ωB97M-V/def2-TZVPD

- ΔE to the lowest compared entry with this formula, charge and spin: 374.1 kJ/mol
- SMILES: CCCC1=C(CC(=O)N(C)C)C(=O)OC1=O.COCCOCCOC.COCCOCCOC
- Spin multiplicity: 1
- Charge: 0
- Electronic energy: -1709.043384 a.u.
- Lowest unoccupied orbital energy: -0.888 eV
- Orbital gap: 8.151 eV

Structure (XYZ):
```
77
Properties=species:S:1:pos:R:3:mulliken_charge:R:1
C -3.1569 -4.7642 -3.1563 -1.19
C -1.6909 -4.4065 -2.5493 -0.13
C -1.3299 -2.9184 -3.0389 -0.86
C -0.9390 -1.9091 -1.8743 0.08
C 0.1779 -1.8686 -0.9901 0.46
C 1.3874 -2.8947 -0.9514 -0.46
C 1.6523 -3.5752 0.4675 0.22
O 1.9359 -4.8043 0.4597 -0.58
N 1.6460 -2.9044 1.7736 0.06
C 0.2688 -2.6672 2.3004 -0.46
C 2.5097 -1.6880 1.8090 -0.40
C -0.1318 -0.5467 -0.1630 0.70
O 0.6205 0.2964 0.3917 -0.58
O -1.5833 -0.4511 -0.1787 -0.31
C -1.8909 -0.6420 -1.5852 0.14
O -2.6331 0.0134 -2.3429 -0.55
H -3.3360 -5.8886 -3.1570 0.35
H -3.1902 -4.3830 -4.2387 0.31
H -4.0012 -4.2370 -2.6044 0.30
H -0.9731 -5.1253 -3.0930 0.30
H -1.6518 -4.5107 -1.4164 0.25
H -0.5452 -2.9279 -3.8836 0.29
H -2.2794 -2.4841 -3.5296 0.42
H 1.1068 -3.7496 -1.6712 0.29
H 2.3381 -2.4213 -1.3785 0.37
H -0.5542 -3.1566 1.6567 0.23
H 0.0172 -1.5602 2.4702 0.00
H 0.1963 -3.1653 3.3325 0.26
H 3.0140 -1.4259 0.8228 0.24
H 3.3571 -1.9148 2.5605 0.29
H 1.9956 -0.7495 2.1939 -0.06
C 2.2543 2.7801 -7.5271 -0.82
O 1.1302 2.7984 -6.6648 -0.29
C 0.2128 1.7363 -6.8975 -0.66
C -0.1646 1.0159 -5.6035 -0.10
O 0.8951 0.3101 -4.9544 -0.48
C 1.9429 1.0847 -4.3601 -0.40
C 1.5225 1.9637 -3.1886 0.02
O 0.7136 3.0457 -3.6110 -0.31
C -0.4052 3.2565 -2.7615 -0.58
H 2.0306 3.3388 -8.4404 0.29
H 3.0832 3.2693 -7.0107 0.25
H 2.5691 1.7613 -7.7734 0.38
H 0.6007 1.0140 -7.6203 0.35
H -0.6941 2.1854 -7.3204 0.37
H -0.9056 0.2529 -5.8635 0.42
H -0.6683 1.6814 -4.9046 0.05
H 2.4732 1.6546 -5.1228 0.07
H 2.6592 0.3501 -3.9860 0.48
H 2.4259 2.3997 -2.7342 0.44
H 1.0272 1.3497 -2.4301 -0.18
H -0.8316 2.3078 -2.4137 0.13
H -1.1710 3.7677 -3.3473 0.26
H -0.1205 3.8811 -1.9156 0.30
C 0.8204 2.3239 3.5583 -0.45
O -0.3079 2.3416 4.4148 -0.31
C -1.2328 1.2912 4.1607 0.34
C -1.6241 0.5539 5.4409 -0.39
O -0.5746 -0.1710 6.0845 -0.48
C 0.4759 0.5845 6.6966 -0.21
C 0.0576 1.4485 7.8802 -0.54
O -0.7412 2.5521 7.4706 -0.28
C -1.8736 2.7662 8.3034 -0.83
H 0.6056 2.8970 2.6521 0.28
H 1.6519 2.7977 4.0849 0.30
H 1.1261 1.3054 3.2992 0.02
H -0.8466 0.5766 3.4289 -0.46
H -2.1331 1.7545 3.7391 0.38
H -2.3699 -0.1986 5.1645 0.46
H -2.1263 1.2129 6.1472 0.09
H 1.0153 1.1619 5.9458 0.02
H 1.1833 -0.1622 7.0626 0.43
H 0.9625 1.8685 8.3466 0.38
H -0.4482 0.8286 8.6263 0.34
H -2.3293 1.8196 8.6181 0.39
H -2.6163 3.3119 7.7188 0.24
H -1.5910 3.3605 9.1718 0.30
```

2.
Formula: C23H43O3Pt
Source: OMol25
Level of theory: ωB97M-V/def2-TZVPD

- ΔE to the lowest compared entry with this formula, charge and spin: 249.8 kJ/mol
- Spin multiplicity: 1
- Charge: +3
- Electronic energy: -1246.000234 a.u.
- Lowest unoccupied orbital energy (alpha / beta): -13.158 / -12.973 eV
- Orbital gap (alpha / beta): 6.067 / 6.152 eV

Structure (XYZ):
```
70
Properties=species:S:1:pos:R:3:mulliken_charge:R:1
Pt 1.2683 -0.3830 0.1334 1.69
C -0.1847 0.4625 1.4365 -0.14
C -1.0574 1.1633 0.4944 -0.15
C -1.7455 0.0893 -0.3256 0.44
C -1.2278 -1.1158 0.1641 -0.63
C -0.4179 -0.9545 1.3395 -0.60
C -0.1680 -1.9920 2.4100 1.56
C -1.4049 -1.9021 3.3337 -1.65
C 1.0895 -1.6542 3.2121 -1.46
C -0.0762 -3.3942 1.8112 -1.42
C -2.7793 0.1020 -1.4363 1.60
C -4.0489 0.8950 -1.0838 -1.83
C -2.1302 0.6372 -2.7310 -1.46
C -3.2369 -1.3389 -1.7250 -1.99
C -1.2312 2.6029 0.5966 1.70
C -1.4955 3.4174 -0.6686 -1.48
C -2.5509 2.5298 1.5052 -1.54
C -0.1461 3.2927 1.4275 -1.58
H 0.2145 0.9585 2.3123 0.62
H -1.4739 -2.0867 -0.2375 0.82
H -1.5114 -0.9099 3.7715 0.38
H -1.2750 -2.6132 4.1494 0.49
H -2.3224 -2.1660 2.8071 0.38
H 0.9619 -0.7616 3.8249 0.37
H 1.9721 -1.5113 2.5772 0.19
H 1.3183 -2.4803 3.8834 0.47
H -0.9992 -3.6926 1.3138 0.42
H 0.0919 -4.1123 2.6122 0.50
H 0.7566 -3.4852 1.1088 0.15
H -3.8987 1.9661 -0.9834 0.31
H -4.5154 0.5105 -0.1764 0.45
H -4.7613 0.7491 -1.8949 0.53
H -1.8551 1.6877 -2.6758 0.27
H -2.8574 0.5280 -3.5347 0.54
H -1.2606 0.0372 -3.0022 0.33
H -3.6598 -1.8262 -0.8456 0.44
H -2.4382 -1.9594 -2.1351 0.38
H -4.0217 -1.3068 -2.4781 0.50
H -2.3430 3.0691 -1.2458 0.32
H -0.6044 3.4275 -1.2968 0.23
H -1.6984 4.4453 -0.3731 0.53
H -3.4188 2.1721 0.9603 0.39
H -2.6961 3.5742 1.7889 0.50
H -2.4026 1.9503 2.4154 0.39
H 0.8316 3.1751 0.9673 0.19
H -0.1075 2.9436 2.4579 0.49
H -0.3646 4.3583 1.4666 0.49
C 1.6716 1.4597 -2.4370 -0.64
O 1.7575 1.5103 -0.9867 -0.14
C 3.0322 2.0122 -0.4970 -0.79
C 4.0591 0.9076 -0.5543 -0.66
O 3.4758 -0.1807 0.2000 -0.57
C 4.1316 -1.4710 0.0889 -0.72
C 3.5292 -2.2154 -1.0854 -0.56
O 2.0921 -2.1878 -0.8926 -0.26
C 1.3875 -2.8697 -1.9595 -0.71
H 1.9907 2.4234 -2.8316 0.37
H 0.6285 1.2823 -2.6816 -0.01
H 2.2965 0.6615 -2.8370 0.28
H 2.8529 2.3142 0.5349 0.32
H 3.3174 2.8856 -1.0843 0.53
H 4.9936 1.2045 -0.0726 0.48
H 4.2665 0.5780 -1.5749 0.43
H 3.9301 -1.9792 1.0316 0.29
H 5.2066 -1.3187 -0.0105 0.52
H 3.8667 -3.2541 -1.1066 0.51
H 3.7606 -1.7478 -2.0470 0.39
H 1.7301 -3.9036 -2.0012 0.33
H 1.5761 -2.3678 -2.9097 0.36
H 0.3292 -2.8416 -1.7173 0.14
```

3.
Formula: C23H44AlNP3Se
Source: OMol25
Level of theory: ωB97M-V/def2-TZVPD

- ΔE to the lowest compared entry with this formula, charge and spin: 103.8 kJ/mol
- Spin multiplicity: 1
- Charge: +3
- Electronic energy: -4624.373398 a.u.
- Lowest unoccupied orbital energy (alpha / beta): -11.952 / -11.988 eV
- Orbital gap (alpha / beta): 3.533 / 3.426 eV

Structure (XYZ):
```
73
Properties=species:S:1:pos:R:3:mulliken_charge:R:1
Al 0.0634 -0.2756 -1.3858 -0.40
P 0.1247 -0.4893 1.7274 0.91
P 2.4799 0.0274 -0.9516 1.09
P -2.1175 -1.1727 -0.9473 1.21
H 1.1337 -0.9602 -5.4527 0.47
C 0.2125 -0.3525 -5.3905 -0.81
C -0.1722 0.4078 -4.3431 -0.44
H 0.5943 0.6754 -3.6174 0.29
C 0.5580 -2.0616 2.6009 -1.46
C 1.2637 0.7189 2.5371 -0.61
C -1.4353 -0.0252 2.5979 -0.90
C 3.3455 -0.1800 -2.5614 -1.27
C 2.8344 1.7901 -0.5649 -1.10
C 3.6792 -0.8862 0.1290 -1.23
C -2.7156 -1.7303 -2.6014 -1.19
C -3.2852 0.1515 -0.4830 -1.12
C -2.5703 -2.6161 0.0750 -1.16
H -0.3029 -0.3568 -6.3644 0.32
H -1.1647 0.8427 -4.2950 0.44
H 0.4628 -1.8978 3.6866 0.47
H 1.5869 -2.3600 2.3660 0.37
H -0.1178 -2.8684 2.2895 0.38
H 1.1419 0.5974 3.6289 0.51
H 1.0169 1.7694 2.3451 -0.36
H 2.3026 0.5590 2.2311 0.31
H -1.2639 -0.0423 3.6956 0.54
H -2.2650 -0.6611 2.2752 0.35
H -1.7291 1.0074 2.3769 -0.17
H 4.4277 -0.0282 -2.3802 0.53
H 3.0312 0.5438 -3.3340 0.39
H 3.2178 -1.1928 -2.9804 0.33
H 3.9145 1.8545 -0.4302 0.55
H 2.3462 2.1860 0.3251 -0.03
H 2.5410 2.4045 -1.4182 0.47
H 4.6843 -0.4917 -0.0975 0.55
H 3.6326 -1.9670 -0.0548 0.37
H 3.4877 -0.7651 1.1991 0.33
H -3.7342 -2.1387 -2.4696 0.57
H -2.0722 -2.4843 -3.0859 0.26
H -2.7522 -0.8852 -3.3023 0.36
H -4.2915 -0.2868 -0.5101 0.53
H -3.2104 0.9192 -1.2618 0.38
H -3.1170 0.6577 0.4786 0.14
H -3.5434 -2.9359 -0.3247 0.56
H -2.6508 -2.4129 1.1522 0.36
H -1.8285 -3.4155 -0.0517 0.23
C 0.7986 -3.8118 -2.6639 0.88
C 0.8745 -3.1125 -3.9055 0.53
C 0.2380 -3.6441 -5.0365 -0.59
C -0.1926 -4.9750 -5.0279 -0.64
C -0.1210 -5.7316 -3.8223 -0.59
C 0.3202 -5.1193 -2.6396 -0.81
Se 0.8694 -2.7904 -1.0005 0.02
H 0.4352 -1.6815 -2.3581 0.32
H 1.3142 -2.1043 -3.9512 -0.23
H 0.1156 -3.0204 -5.9500 0.26
H -0.6012 -5.3550 -5.9615 0.44
H -0.4038 -6.7727 -3.7699 0.43
H 0.1974 -5.6077 -1.6796 0.42
N -0.6983 3.2330 -0.3735 -0.34
C -0.7015 3.6811 0.9393 0.63
C -1.8369 3.5013 1.7668 -0.60
C -1.7223 3.6778 3.1473 -0.50
C -0.5138 4.1261 3.7110 -0.56
C 0.6155 4.3244 2.8878 -0.63
C 0.5159 4.1475 1.5015 -0.58
H -1.5970 2.9219 -0.7815 0.13
H 0.0628 3.4085 -0.9716 0.17
H -2.7428 3.1047 1.3215 0.63
H -2.5953 3.5036 3.7924 0.44
H -0.4367 4.3160 4.7833 0.42
H 1.5826 4.6639 3.3344 0.41
H 1.4044 4.2522 0.8550 0.63
```

4.
Formula: C23H44B3FI2N2O5
Source: OMol25
Level of theory: ωB97M-V/def2-TZVPD

- <S²>: 2.01
- Spin multiplicity: 3
- Charge: 0
- Electronic energy: -2158.418936 a.u.
- Lowest unoccupied orbital energy (alpha / beta): -0.028 / -0.033 eV
- Orbital gap (alpha / beta): 8.260 / 8.893 eV

Structure (XYZ):
```
80
Properties=species:S:1:pos:R:3:lowdin_spin:R:1
C 2.9390 3.8979 0.2171 0.00
C 2.6215 2.6026 -0.4671 0.00
I 2.7653 0.8818 0.7434 0.00
C 2.2769 2.4320 -1.7386 0.00
I 2.2053 4.0821 -3.0484 0.00
B 1.9139 1.0179 -2.3056 0.00
O 0.5971 0.6049 -2.2212 0.00
B 0.5555 -0.7084 -1.7943 0.00
O 1.3081 -1.6214 -2.5220 0.00
B 2.6197 -1.1589 -2.5421 0.00
C 3.7826 -2.1491 -2.2219 0.00
C 5.0171 -1.8787 -3.0403 0.00
F 5.9285 -2.9048 -2.9040 0.00
O 2.8495 0.1714 -2.8567 0.00
H 2.9329 3.7366 1.2861 0.00
H 3.8799 4.3013 -0.1237 0.00
H 2.1248 4.5732 -0.0002 0.00
H 0.0567 -0.9956 -0.7582 0.00
H 4.0185 -2.1214 -1.1626 0.00
H 3.4612 -3.1647 -2.4229 0.00
H 4.7718 -1.8109 -4.0929 0.00
H 5.4688 -0.9467 -2.7256 0.00
C 2.1445 4.7238 6.1852 0.00
C 1.1082 3.9563 5.3390 0.03
C -0.1584 3.6689 6.1482 0.02
C 0.0109 2.5523 7.1742 0.00
C 0.5248 1.2874 6.4909 0.01
C 1.8184 1.5180 5.7113 0.03
N 1.6944 2.6936 4.7925 0.37
O 1.0806 2.3470 3.7096 0.54
C 2.9864 1.6963 6.7036 0.00
C 2.1540 0.2739 4.8976 0.00
C 0.7459 4.9014 4.1996 0.00
H 2.8521 5.2467 5.5414 0.00
H 1.6446 5.4709 6.8026 0.00
H 2.7315 4.1042 6.8555 0.00
H -0.9638 3.3891 5.4616 0.00
H -0.4810 4.5876 6.6403 0.00
H 0.6869 2.8692 7.9735 0.00
H -0.9493 2.3457 7.6503 0.00
H 0.6908 0.5023 7.2312 0.00
H -0.2493 0.9173 5.8114 0.00
H 3.8730 2.0812 6.1985 0.00
H 3.2490 0.7340 7.1412 0.00
H 2.7511 2.3480 7.5422 0.00
H 1.3410 -0.0174 4.2349 0.00
H 2.3392 -0.5602 5.5724 0.00
H 3.0509 0.4291 4.2952 0.00
H 1.5971 5.0650 3.5378 0.00
H 0.4520 5.8633 4.6197 0.00
H -0.0856 4.5326 3.6024 0.00
C -4.6174 -2.9700 -6.4205 0.00
C -4.6862 -3.5242 -4.9829 0.03
C -5.1446 -2.4426 -3.9995 0.02
C -4.0672 -1.4076 -3.6848 0.00
C -2.8043 -2.1070 -3.1883 0.01
C -2.2839 -3.1610 -4.1571 0.03
N -3.3707 -4.1032 -4.5700 0.36
O -3.5443 -5.0095 -3.6656 0.54
C -1.6530 -2.4539 -5.3756 0.00
C -1.1429 -3.9305 -3.5061 0.00
C -5.7486 -4.6155 -5.0269 0.00
H -4.6667 -3.7824 -7.1459 0.00
H -5.4633 -2.3075 -6.6078 0.00
H -3.7191 -2.4042 -6.6461 0.00
H -5.4532 -2.9193 -3.0636 0.00
H -6.0327 -1.9515 -4.4002 0.00
H -3.8573 -0.7984 -4.5684 0.00
H -4.4301 -0.7198 -2.9187 0.00
H -2.0165 -1.3703 -3.0103 0.00
H -3.0214 -2.5714 -2.2209 0.00
H -1.4696 -3.1606 -6.1856 0.00
H -0.6937 -2.0204 -5.0930 0.00
H -2.2494 -1.6287 -5.7596 0.00
H -1.4277 -4.3902 -2.5613 0.00
H -0.3194 -3.2521 -3.2931 0.00
H -0.7704 -4.7145 -4.1673 0.00
H -5.4262 -5.4541 -5.6443 0.00
H -6.6597 -4.2029 -5.4610 0.00
H -5.9952 -4.9951 -4.0376 0.00
```